No. 1
# C39H78ClN2O19P2S

6 unconnected molecules or ions with the total composition C39H78ClN2O19P2S at a distorted geometry (ωB97M-V with the def2-TZVPD basis set, the OMol25 dataset).

Atoms and positions in Å:
C (6.2287, 0.8214, 2.7904)
C (4.9679, 1.3795, 3.4914)
O (4.6119, 2.6787, 2.9951)
C (3.2006, 2.8628, 3.1247)
C (2.9940, 4.3787, 3.2405)
O (1.6032, 4.8239, 3.4021)
C (0.7027, 3.8413, 3.4461)
C (0.1085, 3.2943, 4.5526)
C (0.2874, 3.6423, 6.0113)
C (1.7098, 4.1452, 6.3691)
N (-0.7320, 2.2945, 4.0406)
C (-1.5012, 1.4648, 4.9753)
C (-0.6511, 0.2607, 5.5249)
C (-1.3919, -1.0969, 5.3422)
C (-1.3280, -1.5132, 3.8470)
S (-1.3932, -3.2850, 3.5258)
O (-1.4164, -4.0826, 4.7083)
O (-0.2454, -3.5940, 2.7175)
O (-2.6608, -3.5690, 2.5815)
C (-0.6922, 2.2393, 2.7194)
C (-1.4409, 1.2540, 1.8477)
C (-2.9931, 1.3273, 1.9304)
P (-3.6500, 0.0601, 0.7369)
O (-2.5368, -0.8902, 0.5132)
O (-4.0977, 0.6463, -0.6963)
C (-3.0504, 1.2934, -1.4403)
C (-3.0994, 2.8258, -1.1206)
O (-4.8872, -0.7835, 1.3276)
C (-5.7047, -0.1046, 2.3107)
C (-6.2917, 1.2552, 1.8490)
N (0.1844, 3.1871, 2.3167)
P (0.7816, 3.7118, 0.7222)
O (-0.4243, 4.5733, 0.0230)
Cl (1.0685, 2.0193, -0.4428)
H (6.0832, -0.2690, 2.7009)
H (6.3807, 1.2112, 1.7780)
H (7.1201, 0.9350, 3.4259)
H (5.2014, 1.4486, 4.5712)
H (4.1566, 0.6517, 3.3093)
H (2.7622, 2.4242, 2.2058)
H (2.8978, 2.3019, 4.0264)
H (3.4070, 4.9244, 2.3813)
H (3.5437, 4.7277, 4.1274)
H (-0.4656, 4.4110, 6.2669)
H (0.0572, 2.7879, 6.6671)
H (1.7893, 4.1113, 7.4684)
H (2.4489, 3.4332, 5.9790)
H (1.8929, 5.1859, 6.0813)
H (-1.9001, 2.0782, 5.7921)
H (-2.3654, 1.0140, 4.4754)
H (-0.3440, 0.4280, 6.5669)
H (0.2488, 0.2195, 4.8851)
H (-2.4468, -0.9726, 5.6413)
H (-0.9138, -1.8475, 5.9856)
H (-0.3878, -1.1365, 3.4155)
H (-2.1482, -1.0316, 3.2890)
H (-2.3987, -3.2510, 1.6943)
H (-1.1565, 1.3214, 0.7933)
H (-1.1362, 0.2609, 2.1996)
H (-3.4031, 1.1309, 2.9309)
H (-3.3562, 2.3364, 1.6674)
H (-2.0493, 0.8883, -1.2332)
H (-3.2013, 1.1891, -2.5245)
H (-2.3842, 3.0028, -0.3066)
H (-2.8621, 3.4258, -2.0025)
H (-4.0944, 3.0556, -0.7129)
H (-6.5571, -0.7747, 2.4999)
H (-5.1776, -0.0334, 3.2766)
H (-7.3627, 1.3531, 2.0694)
H (-6.0734, 1.4818, 0.7952)
H (-5.7941, 2.0503, 2.4371)
H (-1.0819, 4.8347, 0.6969)
O (4.1110, -1.0147, 0.5457)
C (3.4199, -1.7578, -0.1051)
O (2.1695, -2.0317, 0.3065)
C (1.1916, -2.7327, -0.4792)
C (1.3286, -4.2291, -0.3164)
C (3.9579, -2.4575, -1.3263)
H (1.2351, -2.4202, -1.5244)
H (0.2205, -2.4126, -0.0997)
H (2.2947, -4.5844, -0.6755)
H (0.5449, -4.7483, -0.8685)
H (1.2579, -4.5020, 0.7379)
H (4.4660, -3.3715, -1.0211)
H (4.6739, -1.7963, -1.8111)
H (3.1985, -2.6902, -2.0708)
O (2.3169, -4.8203, -4.0260)
C (2.4144, -4.1571, -5.0234)
O (2.1157, -2.8457, -4.9759)
C (2.3872, -1.9262, -6.0447)
C (1.2683, -1.9115, -7.0627)
C (2.7792, -4.7822, -6.3472)
H (3.3588, -2.1336, -6.4957)
H (2.4665, -0.9451, -5.5776)
H (1.1507, -2.8836, -7.5446)
H (1.4617, -1.1657, -7.8343)
H (0.3181, -1.6791, -6.5796)
H (1.8765, -5.1689, -6.8191)
H (3.4628, -5.6070, -6.1572)
H (3.2891, -4.1055, -7.0290)
O (-2.6704, 6.0289, 0.1262)
C (-2.6216, 6.7714, -0.8286)
O (-2.9697, 8.0479, -0.6739)
C (-2.7649, 9.0628, -1.6705)
C (-3.9119, 9.1072, -2.6570)
C (-2.2619, 6.2664, -2.2020)
H (-1.7976, 8.9362, -2.1583)
H (-2.7158, 10.0045, -1.1266)
H (-4.0008, 8.1736, -3.2138)
H (-3.7714, 9.9207, -3.3687)
H (-4.8563, 9.2574, -2.1329)
H (-3.1590, 5.8793, -2.6850)
H (-1.5395, 5.4606, -2.0908)
H (-1.7969, 7.0154, -2.8377)
O (1.2923, -0.2823, -10.0399)
C (0.5881, -1.0047, -10.6937)
O (-0.6635, -1.2625, -10.2749)
C (-1.6457, -1.9393, -11.0687)
C (-1.5309, -3.4423, -10.9262)
C (1.1101, -1.6994, -11.9275)
H (-1.5954, -1.6131, -12.1086)
H (-2.6118, -1.6103, -10.6880)
H (-0.5691, -3.8081, -11.2872)
H (-2.3219, -3.9411, -11.4871)
H (-1.6088, -3.7297, -9.8768)
H (1.6063, -2.6238, -11.6331)
H (1.8342, -1.0438, -12.4066)
H (0.3453, -1.9139, -12.6703)
O (3.8037, -8.6836, 5.8835)
C (3.0313, -7.8106, 5.5998)
O (2.3343, -7.1971, 6.5758)
C (1.5480, -6.0195, 6.3689)
C (0.1507, -6.3563, 5.8962)
C (2.7577, -7.4436, 4.1601)
H (2.0588, -5.3271, 5.6963)
H (1.4945, -5.5260, 7.3395)
H (0.1641, -6.8625, 4.9302)
H (-0.4475, -5.4533, 5.8024)
H (-0.3361, -7.0310, 6.6026)
H (1.9902, -8.1071, 3.7631)
H (3.6762, -7.5824, 3.5936)
H (2.4568, -6.4078, 4.0171)

The HOMO energy is -10.93 eV. For the total energy, the calculation gives -125522.161 eV. Its net charge is +1. The spin multiplicity is 1.

---

No. 2
# C39H78F9N3O9

9 unconnected molecules or ions with the total composition C39H78F9N3O9 at a distorted geometry (ωB97M-V with the def2-TZVPD basis set, the OMol25 dataset).

Atoms and positions in Å:
C (-13.4505, -16.7086, -1.2903)
C (-13.8613, -16.4090, 0.1368)
O (-13.1142, -15.3641, 0.7103)
C (-11.9018, -15.5880, 1.1868)
O (-11.3583, -16.6888, 1.2281)
C (-11.1106, -14.3951, 1.7030)
F (-10.1553, -14.2356, 0.8127)
F (-11.8742, -13.3405, 1.7857)
F (-10.5973, -14.7094, 2.8829)
H (-14.1633, -17.3674, -1.7863)
H (-12.5171, -17.2576, -1.4148)
H (-13.4920, -15.7990, -1.8894)
H (-13.7589, -17.3822, 0.6168)
H (-14.9214, -16.1610, 0.0844)
C (-11.4771, -8.2246, 4.6787)
C (-11.8405, -7.2395, 3.5190)
O (-10.6841, -7.0118, 2.7215)
C (-10.5617, -7.5829, 1.4889)
O (-11.3275, -8.3752, 0.9300)
C (-9.2193, -7.1387, 0.9058)
F (-9.2256, -7.2799, -0.4289)
F (-9.0003, -5.8539, 1.1690)
F (-8.2747, -7.9557, 1.4226)
H (-10.8102, -7.7047, 5.3665)
H (-10.9733, -9.1230, 4.3221)
H (-12.4585, -8.2864, 5.1489)
H (-12.1250, -6.2898, 3.9721)
H (-12.6329, -7.5967, 2.8613)
C (-11.3258, -18.9104, 15.2407)
C (-12.5843, -19.6585, 14.7446)
O (-13.2337, -18.9616, 13.7332)
C (-14.0835, -17.9608, 14.0036)
O (-14.5097, -17.6337, 15.1223)
C (-14.5537, -17.2423, 12.6940)
F (-13.7111, -17.4408, 11.6903)
F (-15.6865, -17.7296, 12.2649)
F (-14.6837, -15.9253, 13.0035)
H (-10.9068, -19.5243, 16.0381)
H (-11.5395, -17.9716, 15.7516)
H (-10.5551, -18.8032, 14.4774)
H (-13.3120, -19.9024, 15.5186)
H (-12.2933, -20.6263, 14.3361)
C (-14.1854, -8.4078, 11.0116)
C (-14.7577, -6.9144, 11.1026)
N (-15.3133, -6.4325, 9.8533)
C (-16.6013, -6.9987, 9.5027)
C (-16.9743, -6.6922, 8.0215)
C (-15.4583, -4.9414, 9.9656)
C (-14.1488, -4.2150, 9.6086)
H (-14.9336, -9.1783, 10.8252)
H (-13.6652, -8.7435, 11.9087)
H (-13.5396, -8.4453, 10.1343)
H (-15.5240, -6.8496, 11.8752)
H (-13.9930, -6.2130, 11.4362)
H (-16.5744, -8.0866, 9.4408)
H (-17.3449, -6.7110, 10.2459)
H (-17.9631, -7.0972, 7.8060)
H (-17.0711, -5.6263, 7.8153)
H (-16.2745, -7.0009, 7.2450)
H (-15.8069, -4.7700, 10.9840)
H (-16.1911, -4.5004, 9.2900)
H (-13.9116, -4.2585, 8.5456)
H (-13.2954, -4.6457, 10.1323)
H (-14.2236, -3.1910, 9.9746)
C (-17.2523, -25.6159, 7.4507)
C (-18.6746, -24.9768, 7.4608)
N (-18.8605, -23.9216, 8.4718)
C (-17.9765, -22.8295, 8.3452)
C (-16.9728, -22.9788, 9.5251)
C (-20.2744, -23.5119, 8.6384)
C (-20.4582, -22.7886, 9.9571)
H (-17.3217, -26.5187, 6.8440)
H (-16.9479, -25.9038, 8.4569)
H (-16.5058, -24.9975, 6.9522)
H (-18.9846, -24.6101, 6.4822)
H (-19.3751, -25.7647, 7.7373)
H (-17.4577, -22.8716, 7.3876)
H (-18.5054, -21.8798, 8.2647)
H (-16.2001, -22.2100, 9.5319)
H (-17.4324, -23.1873, 10.4912)
H (-16.4069, -23.8836, 9.3032)
H (-20.9260, -24.3803, 8.7349)
H (-20.5876, -22.9243, 7.7754)
H (-19.8445, -21.8916, 10.0396)
H (-20.0910, -23.5066, 10.6904)
H (-21.5007, -22.5710, 10.1894)
C (-22.2098, -12.7614, 6.0601)
C (-22.2157, -13.7929, 7.2129)
N (-21.8258, -15.1447, 6.7259)
C (-21.3867, -15.9533, 7.8797)
C (-22.5414, -16.4983, 8.7357)
C (-22.7989, -15.7253, 5.8576)
C (-22.2938, -17.0498, 5.1675)
H (-23.1635, -12.8057, 5.5340)
H (-21.3381, -12.9448, 5.4319)
H (-22.1265, -11.7539, 6.4676)
H (-21.5504, -13.3474, 7.9525)
H (-23.2361, -13.7457, 7.5932)
H (-20.8028, -16.8082, 7.5390)
H (-20.7722, -15.3342, 8.5334)
H (-22.1649, -16.8967, 9.6778)
H (-23.2818, -15.7413, 8.9943)
H (-22.9493, -17.3712, 8.2261)
H (-23.1263, -15.0287, 5.0858)
H (-23.7005, -16.0227, 6.3931)
H (-21.4617, -16.8214, 4.5016)
H (-23.0385, -17.3660, 4.4370)
H (-22.0378, -17.8326, 5.8815)
C (-9.4331, -19.1008, 9.3797)
C (-10.3272, -19.8972, 8.4062)
C (-10.9411, -19.2204, 7.1241)
O (-10.5223, -21.1283, 8.5260)
H (-9.3553, -18.0503, 9.0995)
H (-8.4122, -19.4827, 9.3758)
H (-9.8697, -19.2712, 10.3638)
H (-10.2374, -18.9426, 6.3394)
H (-11.5330, -18.3540, 7.4194)
H (-11.6230, -19.8563, 6.5597)
C (-8.8562, -13.5084, 10.8036)
C (-9.2345, -13.9108, 12.2471)
C (-8.1193, -14.4497, 13.1381)
O (-10.3793, -13.8881, 12.7355)
H (-9.7072, -13.5862, 10.1269)
H (-8.0235, -14.0603, 10.3674)
H (-8.5326, -12.4699, 10.8731)
H (-8.4266, -14.4016, 14.1828)
H (-7.2694, -13.7819, 12.9974)
H (-7.9875, -15.5297, 13.0729)
C (-16.1820, -13.6023, 6.9012)
C (-15.3044, -14.6101, 6.1283)
C (-15.9981, -15.8605, 5.4955)
O (-14.1093, -14.5526, 6.1425)
H (-15.8390, -13.5226, 7.9327)
H (-17.2383, -13.8685, 6.8624)
H (-16.0359, -12.6445, 6.4017)
H (-15.3754, -16.2794, 4.7050)
H (-16.9687, -15.5277, 5.1278)
H (-16.1146, -16.5796, 6.3063)

The HOMO energy is -8.14 eV. For the total energy, the calculation gives -89059.840 eV. Its net charge is 0. The spin multiplicity is 1. The SMILES is CCOC(=O)C(F)(F)F.CCOC(=O)C(F)(F)F.CCOC(=O)C(F)(F)F.CCN(CC)CC.CCN(CC)CC.CCN(CC)CC.CC(C)=O.CC(C)=O.CC(C)=O.